ORCA calculation (wB97M-V/def2-TZVPD) on a cluster of 3 separate species, C17H42BFN3O10PS in total.

The geometry in XYZ format:
```
76
Properties=species:S:1:pos:R:3:forces:R:3:lowdin_charge:R:1
S 1.2279 5.4403 3.1162 0.60 0.26 0.61 0.61
P -0.4909 7.6774 1.1239 -0.40 0.65 -0.89 0.90
F -2.1708 6.0906 -0.1569 0.04 0.06 0.01 -0.07
O 2.0585 5.9560 1.8370 -0.46 -0.85 0.47 -0.16
O -2.1488 -4.0029 3.6038 0.01 0.09 -0.08 -0.18
O 0.0012 -0.3234 1.9120 0.06 0.07 0.13 -0.20
O 0.7246 -2.9727 -5.9540 0.05 -0.17 0.00 -0.19
O 2.3031 3.9477 -1.0312 -0.66 0.10 -0.04 0.17
O 0.8471 -3.5333 -1.4043 -0.13 0.14 -0.21 -0.19
O 1.0964 6.4889 4.0606 -0.20 0.15 -0.32 -0.21
O 1.7531 4.2086 3.5951 -0.19 -0.25 -0.38 -0.22
O 0.8277 8.3044 1.8655 -0.07 -0.49 0.09 -0.29
O -0.1761 5.1694 2.3618 0.23 0.12 -0.12 -0.20
N -1.6829 7.7341 2.3424 0.12 -0.92 -0.26 -0.14
N -0.7957 -4.5156 -3.9013 0.00 0.15 0.05 -0.05
N 0.7717 -2.9898 3.0220 -0.09 0.02 -0.11 -0.04
C 1.4679 2.6810 1.0128 -0.37 0.33 -0.63 -0.01
C 0.8176 -2.5908 1.6205 -0.03 0.04 0.34 -0.22
C -1.2631 -3.3348 -4.6144 0.16 -0.08 0.09 -0.22
C -0.0946 5.7992 1.0359 -0.03 0.46 0.03 -0.46
C -1.1377 -4.5412 -2.4823 0.09 -0.17 -0.12 -0.19
C -0.6683 -3.2555 -6.0036 -0.13 0.22 -0.05 -0.22
C 0.2734 -4.3439 3.2426 0.11 0.12 0.17 -0.20
C 0.2408 0.3957 3.1085 -0.11 -0.10 0.01 -0.11
C -1.6787 3.8939 0.3864 0.14 -0.29 -0.62 0.01
C 1.1013 -1.1138 1.4742 -0.01 -0.01 -0.29 -0.21
C -1.0745 5.2242 -0.0029 -0.65 -0.33 1.00 -0.32
C 1.6076 -2.8944 -2.4142 0.20 -0.10 0.19 -0.09
C 1.3387 5.5064 0.6505 0.24 0.41 -0.59 -0.20
C -1.1612 -4.6601 2.8334 0.02 -0.26 -0.01 -0.22
C 1.5559 -4.0478 -6.3449 0.02 0.11 0.02 -0.12
C -0.5577 -3.4567 -1.5806 -0.13 -0.09 0.14 -0.23
C -2.4804 -2.6938 3.1826 -0.10 -0.05 0.16 -0.10
B 1.7228 4.0010 0.2019 0.02 0.07 0.29 -0.44
H 0.2855 -0.2624 3.9828 0.06 0.01 0.01 0.08
H -1.3371 -4.4922 1.7631 0.02 0.12 0.01 0.10
H -2.3532 -3.3771 -4.6968 -0.01 0.00 0.03 0.12
H 1.5710 6.1646 -0.1916 0.45 0.22 0.27 0.16
H 1.1680 0.9658 3.0456 0.05 -0.01 0.10 0.07
H -0.9646 3.0846 0.2499 0.03 -0.02 0.23 0.07
H -0.5936 5.1865 -0.9795 0.17 0.04 -0.02 0.16
H -0.8646 -4.1724 -6.5667 0.05 -0.06 0.06 0.12
H -1.8655 -1.9398 3.6821 0.04 0.05 -0.11 0.07
H -3.5177 -2.5109 3.4639 -0.01 -0.03 -0.01 0.09
H 1.6020 -3.1532 1.1101 -0.04 -0.06 -0.03 0.12
H 0.9412 -5.0456 2.7325 -0.02 0.01 -0.05 0.12
H 1.2452 -0.8992 0.4097 0.03 0.00 0.01 0.12
H -1.0007 -2.4025 -4.0947 -0.09 0.06 -0.06 0.11
H 0.6803 9.2532 1.8836 0.18 0.27 0.06 0.05
H 0.8519 2.8180 1.8903 0.19 -0.05 0.18 0.03
H -1.1443 -2.4273 -6.5361 0.00 -0.02 -0.02 0.12
H -2.3870 -2.5786 2.0991 0.06 0.02 -0.01 0.09
H 2.5694 -3.6602 -6.4325 -0.01 0.03 0.02 0.09
H 2.5467 -2.5713 -1.9626 -0.02 0.01 0.03 0.09
H -2.4947 3.6978 -0.3081 -0.08 0.01 0.05 0.10
H -2.2283 -4.5232 -2.3892 -0.01 0.05 0.00 0.12
H 2.0200 -0.8355 1.9996 -0.04 -0.01 0.09 0.13
H 1.2524 -4.4512 -7.3152 0.00 -0.04 0.01 0.09
H -2.0589 3.8903 1.4025 0.05 0.05 0.07 0.10
H 0.9242 1.9831 0.3650 0.20 -0.21 -0.01 0.08
H 2.2235 3.0521 -1.3725 0.51 -0.17 -0.14 0.11
H 0.3605 -4.5459 4.3130 -0.01 -0.06 -0.01 0.12
H -0.8492 -2.4470 -1.8947 0.07 -0.01 -0.09 0.12
H -0.1274 -2.7911 1.1062 0.03 0.00 -0.13 0.08
H -0.5870 1.0906 3.2457 -0.01 -0.01 -0.03 0.09
H -0.9908 -3.6064 -0.5894 0.00 -0.01 0.02 0.10
H -1.6564 6.9086 2.9411 0.06 0.30 0.31 0.04
H 2.4326 2.2380 1.2621 -0.03 -0.10 0.20 0.10
H -1.3162 -5.7283 3.0065 -0.02 0.01 0.01 0.12
H 0.2099 -4.5748 -3.9896 0.01 -0.03 -0.03 0.07
H 1.5569 -4.8575 -5.6070 -0.03 -0.06 -0.06 0.08
H -0.8037 -5.5050 -2.0902 -0.04 0.00 0.05 0.12
H 1.8568 -3.5800 -3.2282 -0.05 0.08 -0.09 0.07
H 1.0942 -2.0186 -2.8191 -0.04 -0.03 -0.05 0.09
H 0.1803 -2.3442 3.5286 0.02 0.02 0.03 0.07
H -2.5873 7.7202 1.8821 -0.07 0.22 0.05 0.03
```
Positions in Å, forces in eV/Å.

Properties
SMILES string: CB(O)[C@@H]1OS(=O)(=O)O[C@@]1([C@@H](C)F)P(N)O.COCCNCCOC.COCCNCCOC
Total energy, eV: -66771.698
F_max, Eh/bohr: 0.02417
Charge: 0
E_HOMO, eV: -8.64

ORCA calculation (wB97M-V/def2-TZVPD) on a cluster of 2 separate species, C9H14O in total.

The geometry in XYZ format:
```
24
Properties=species:S:1:pos:R:3:forces:R:3:lowdin_charge:R:1
O -1.9376 1.2927 1.8926 0.16 0.45 0.26 -0.13
C -0.8986 1.9913 2.6723 -2.09 -0.73 -1.77 -0.25
C -1.3604 -1.1884 -2.5205 0.74 -0.24 0.70 -0.10
C -0.3347 -0.5619 -0.4212 0.32 -0.55 -0.85 -0.05
C -1.4388 -0.6477 -1.2235 -0.91 0.69 -2.08 -0.08
C 2.1043 -1.0476 -0.0067 -0.69 1.40 0.44 -0.05
C 0.8785 -1.1289 -0.8788 0.01 0.47 0.93 -0.27
C 0.3527 2.1452 1.8056 0.42 0.38 1.28 -0.09
C 0.9819 -1.7279 -2.1260 -1.95 -0.75 0.44 -0.05
C -0.1807 -1.7779 -2.9322 0.56 0.49 -0.16 -0.09
H -0.8348 1.4352 3.6047 0.70 0.28 0.18 0.11
H 0.1393 2.1370 0.7419 -0.28 0.12 0.02 0.07
H 2.6800 -0.1588 -0.2889 0.66 -0.65 -0.74 0.09
H -1.7129 0.3733 1.8067 0.11 -0.59 0.09 0.04
H 0.8512 3.0809 2.0704 0.02 0.05 -0.17 0.07
H -1.4897 2.8972 2.8246 0.91 0.37 0.36 0.11
H -2.1959 -1.1386 -3.2008 -0.18 -0.05 0.07 0.10
H -0.4620 -0.0250 0.4988 0.60 -0.08 0.26 0.06
H 1.8113 -2.3956 -2.3067 0.41 0.45 -0.46 0.11
H 1.0878 1.3697 2.0193 -0.07 -0.19 -0.07 0.06
H 2.6133 -1.9998 0.0027 0.60 0.12 0.14 0.08
H 1.8692 -0.6662 0.9945 -0.36 -0.94 0.20 0.06
H -2.3665 -0.0988 -1.0856 0.10 -0.16 0.92 0.11
H -0.1571 -2.1596 -3.9432 0.24 -0.34 0.02 0.10
```
Positions in Å, forces in eV/Å.

Properties
SMILES string: Cc1ccccc1.CCO
ΔE to the lowest compared entry with this formula, charge and spin, kcal/mol: 27.0
Total energy, eV: -11606.465
F_max, Eh/bohr: 0.05503
Charge: 0
E_HOMO, eV: -9.01

ORCA calculation (wB97M-V/def2-TZVPD) on the ion C11H14FN2 with charge +1.

The geometry in XYZ format:
```
28
Properties=species:S:1:pos:R:3:forces:R:3:lowdin_charge:R:1
F -2.1946 0.4024 -2.8310 -0.68 -1.22 -0.51 0.09
N 2.1721 1.2527 1.3797 -1.59 0.84 -0.85 0.16
N -1.0586 -0.6245 -0.4386 2.01 -0.56 -0.66 0.20
C 0.6482 0.9771 -0.5495 0.81 1.12 0.15 0.04
C 1.1879 0.5564 0.6829 1.50 -0.68 -0.02 -0.19
C 0.8383 -0.7650 1.0137 0.26 0.81 -0.10 -0.11
C -0.6175 2.2061 -2.9892 0.04 2.86 -2.85 -0.06
C -0.4300 0.3993 -1.1351 -2.83 1.34 0.07 -0.04
C -0.7828 -2.3236 1.4012 -3.04 0.19 0.79 -0.13
C -1.2911 1.1792 -2.2366 1.69 -0.92 2.26 -0.45
C 0.4768 -2.8742 1.9355 0.38 0.18 3.76 -0.14
C -1.7040 2.6094 -1.9829 1.07 -0.61 1.12 -0.01
C 1.4601 -1.6862 2.0011 1.34 -0.96 -1.82 -0.10
C -0.3151 -1.3218 0.4840 0.08 3.30 -0.65 -0.15
H -1.5689 3.0476 -0.9825 0.31 -0.22 -0.68 0.12
H -2.6143 2.8675 -2.4638 -0.67 0.19 -0.20 0.10
H -1.3301 -1.6990 2.1347 0.16 -0.36 0.16 0.16
H -1.8773 -1.0576 -0.8304 -0.36 0.03 -0.15 0.17
H 2.4876 -1.9687 1.6670 -0.69 -0.18 -0.56 0.15
H 2.3644 0.8483 2.3006 0.12 0.73 -0.51 0.11
H 0.7256 -3.5929 1.2422 1.43 -1.78 -1.24 0.10
H 1.1453 1.8385 -0.9705 -0.35 0.14 -0.38 0.13
H 1.8176 -1.3159 2.9284 -0.98 0.66 1.51 0.11
H -1.5820 -2.9550 1.0182 0.45 -0.68 -0.10 0.14
H -1.0450 2.4693 -4.0292 0.84 -1.03 1.63 0.16
H 0.4250 -3.3119 2.9681 -0.34 0.04 -1.17 0.15
H 0.4508 2.5212 -2.9740 -0.94 -0.65 0.52 0.12
H 2.2115 2.3214 1.2559 0.01 -2.56 0.47 0.17
```
Positions in Å, forces in eV/Å.

Properties
SMILES string: [NH2+]=c1cc(C2(F)CC2)[nH]c2c1CCC2
ΔE to the lowest compared entry with this formula, charge and spin, kcal/mol: 74.2
Total energy, eV: -17324.049
F_max, Eh/bohr: 0.07848
Charge: +1
E_HOMO, eV: -13.00

ORCA calculation (wB97M-V/def2-TZVPD) on a cluster of 2 separate species, C3H9NO2S in total.

The geometry in XYZ format:
```
16
Properties=species:S:1:pos:R:3:forces:R:3:lowdin_charge:R:1
S -1.2709 -0.1731 -0.0002 0.28 1.82 -2.40 0.64
O -1.6752 0.3009 1.2743 0.53 -0.65 2.73 -0.33
O -2.3714 -0.0664 -0.9324 0.65 -1.11 -0.87 -0.34
N 0.1670 2.1575 0.4021 -0.80 1.85 -1.72 -0.01
C 1.8274 -0.1465 0.0973 -3.80 2.13 -1.59 0.06
C -0.5693 -1.9036 -0.0689 -1.56 2.71 -4.55 -0.11
C 0.0273 1.1061 -0.4914 2.94 -3.19 2.34 -0.25
H -0.2973 -2.1859 -1.1342 -0.02 0.93 1.18 0.11
H 1.4204 -0.3644 1.0188 -0.40 -0.33 2.07 -0.01
H -1.4390 -2.4164 0.0570 -2.61 -1.63 0.79 0.02
H 2.6784 0.4228 0.0348 1.67 1.57 -0.01 -0.01
H 1.7661 -0.9140 -0.5741 0.17 -2.04 -1.58 -0.03
H -0.1319 3.0910 -0.0071 0.33 -1.69 0.98 0.13
H -0.2815 1.9292 1.2643 -0.34 0.24 0.75 0.06
H 0.0216 1.3455 -1.5207 0.06 -0.02 -0.96 0.08
H 0.1283 -2.1827 0.5803 2.90 -0.59 2.83 0.00
```
Positions in Å, forces in eV/Å.

Properties
ΔE to the lowest compared entry with this formula, charge and spin, kcal/mol: 124.6
Total energy, eV: -19673.008
F_max, Eh/bohr: 0.10732
Charge: 0
E_HOMO, eV: -8.23

ORCA calculation (wB97M-V/def2-TZVPD) on the molecule C5H8N2.

The geometry in XYZ format:
```
15
Properties=species:S:1:pos:R:3:forces:R:3:lowdin_charge:R:1
N 0.7267 1.1891 0.1241 0.04 0.32 -0.02 -0.26
N 1.7672 0.2236 -0.0911 -0.20 -0.25 -0.20 0.13
C -0.3671 -0.6662 -0.1769 0.08 -0.25 0.43 -0.40
C -0.4038 0.6097 0.5949 0.03 0.17 -0.44 -0.12
C 0.9022 2.3804 -0.3577 0.04 0.12 0.38 0.03
C -1.2285 -1.7518 0.3890 -0.06 -0.14 -0.07 -0.08
C 1.1202 -0.8640 -0.2541 0.04 0.21 -0.05 -0.08
H -0.6043 -0.4494 -1.2421 -0.30 -0.19 -0.01 0.15
H 1.8939 2.6340 -0.6763 0.05 0.40 0.03 0.06
H 1.6463 -1.7789 -0.5165 -0.06 0.13 0.16 0.13
H -1.1093 -2.6545 -0.2061 -0.32 -0.26 0.14 0.07
H 0.0035 2.9805 -0.3217 0.45 0.40 -0.25 0.08
H -0.9479 -1.9209 1.4310 -0.06 -0.16 -0.12 0.08
H -2.2639 -1.3923 0.3696 0.11 -0.37 -0.02 0.08
H -1.2806 1.2566 0.5706 0.18 -0.13 0.02 0.10
```
Positions in Å, forces in eV/Å.

Properties
ΔE to the lowest compared entry with this formula, charge and spin, kcal/mol: 87.7
Total energy, eV: -8291.191
F_max, Eh/bohr: 0.01262
Charge: 0
E_HOMO (spin up / spin down), eV: -7.00 / -7.00